Run i
{
  "formula": "CH4N2OS",
  "method": "the ωB97M-V functional and the def2-TZVPD basis",
  "smiles": "O/N=C\\NS",
  "charge": 0,
  "species": ["O", "N", "C", "N", "S", "H", "H", "H", "H"],
  "coordinates": [[0.0320, 0.9208, -1.6818], [-1.1744, 0.8638, -0.8944], [-0.8142, 0.0659, 0.0141], [0.4756, -0.3289, 0.4376], [0.4632, -1.5884, 1.5665], [-0.0619, 1.5073, -2.3924], [-1.5294, -0.2415, 0.7906], [1.2489, -0.2146, -0.1859], [1.3603, -0.9845, 2.3457]],
  "mulliken_charge": [-0.44, -0.40, 0.10, -0.25, -0.15, 0.32, 0.36, 0.31, 0.14]
}

Run ii
{
  "formula": "CH4N2OS",
  "method": "the ωB97M-V functional and the def2-TZVPD basis",
  "charge": 0,
  "species": ["C", "N", "N", "O", "S", "H", "H", "H", "H"],
  "coordinates": [[-2.6173, 0.1053, -0.2510], [-2.2661, 0.4899, 0.8487], [2.3112, -0.5809, 0.5077], [1.9684, 0.7356, 0.0523], [0.4526, 0.9517, -0.4662], [-3.6079, -0.3161, -0.4655], [-1.9729, 0.1374, -1.1436], [2.6953, -1.0901, -0.2869], [3.0367, -0.4329, 1.2045]],
  "mulliken_charge": [-0.03, -0.31, -0.40, -0.16, 0.02, 0.28, 0.09, 0.25, 0.25]
}

Stability check: which of them is most stable? run i.